Below is a cluster of 4 separate species, C60H64FO16P3S in total in a non-equilibrium geometry, with properties calculated with ωB97M-V/def2-TZVPD.

Output
- Strongest force on any atom: 4.33 eV Å⁻¹
- Frontier orbital gap: 7.625 eV
- LUMO level: -1.2 eV
- Net charge: 0
- E: -137439.6957 eV
- SMILES: CCCCCCCCC[C@H](O[C@@H](F)COCCOCC)[C@H](S)O[C@H](PP(=O)(O)O)P(=O)(O)O.O=C1c2ccccc2C(=O)c2ccccc21.O=C1c2ccccc2C(=O)c2ccccc21.O=C1c2ccccc2C(=O)c2ccccc21
- Spin multiplicity: 1

XYZ file:
```
145
Properties=species:S:1:pos:R:3:forces:R:3
C 8.720373 -1.555816 -1.312944 -0.4 -1.0 0.6
C 8.004056 -2.873395 -0.770001 0.4 0.8 -0.9
C 7.652614 -3.755190 -2.030704 0.3 0.6 0.3
C 6.452843 -3.168181 -2.871298 -0.3 -1.0 0.2
C 5.098707 -3.092928 -2.066725 0.0 -0.8 -0.6
C 4.604678 -4.532524 -1.645844 0.1 0.1 0.2
C 4.024524 -5.383725 -2.829752 0.7 0.2 -0.2
C 2.809659 -4.737862 -3.595069 0.2 -0.8 0.3
C 1.715037 -4.046931 -2.693975 -0.5 0.3 -0.8
C 0.279534 -4.735744 -2.798524 0.8 -0.1 0.5
O -0.638158 -3.693672 -3.148938 -0.6 -1.0 -0.6
C -1.423579 -4.007787 -4.254136 -1.2 1.1 -0.6
F -2.435733 -4.935463 -3.927255 0.8 0.3 -0.1
C -2.153832 -2.693617 -4.715106 0.1 -0.7 0.6
O -2.702362 -2.125592 -3.537136 0.4 0.4 -0.6
C -3.209792 -0.809336 -3.762720 -0.4 0.4 1.1
C -3.639439 -0.276100 -2.346791 0.3 -1.2 -0.7
O -4.780261 -1.050832 -1.955936 0.2 1.3 0.4
C -5.329018 -0.511476 -0.742190 0.1 -0.3 0.4
C -4.511705 -0.966128 0.530769 -0.4 0.0 -0.1
C -0.124941 -5.482568 -1.452169 1.3 0.5 -0.8
S 1.339910 -6.616999 -1.122224 0.0 0.2 0.6
O -1.214542 -6.363040 -1.663298 0.0 0.7 0.7
C -2.308229 -6.176262 -0.774767 -0.4 0.2 -0.9
P -3.139857 -4.458725 -0.805084 -0.5 0.7 1.4
P -5.251191 -4.841913 -1.304624 -2.0 1.1 -1.6
O -6.037057 -3.558424 -1.458869 1.5 -2.5 0.3
O -5.906842 -5.838726 -0.139974 1.3 0.7 -1.5
O -5.264675 -5.746164 -2.744656 -0.2 0.6 2.4
P -2.016758 -6.641628 1.025630 -2.4 -2.1 2.9
O -2.809357 -7.890990 1.358286 1.8 1.7 -1.1
O -0.426862 -6.781468 1.499357 -1.7 0.9 -0.7
O -2.676816 -5.412424 1.985699 2.3 -1.4 -1.4
H 7.942841 -0.966163 -1.847629 0.8 0.0 0.4
H 9.185089 -1.004445 -0.462037 -0.5 -0.1 -0.8
H 9.527601 -1.844067 -2.027467 -0.6 0.3 0.5
H 8.679446 -3.379224 -0.042452 -0.5 0.1 -0.7
H 7.080964 -2.569518 -0.210630 0.8 -0.4 -0.4
H 7.483550 -4.813917 -1.722594 -0.1 0.8 -0.3
H 8.555585 -3.764171 -2.702078 -0.7 -0.1 0.6
H 6.691142 -2.192252 -3.352504 0.0 -0.6 0.5
H 6.290153 -3.897168 -3.713622 0.1 0.8 0.6
H 4.315640 -2.684932 -2.763088 0.7 0.0 0.8
H 5.182869 -2.464341 -1.146612 -0.1 -0.3 -0.9
H 5.448016 -5.124066 -1.201804 -0.6 0.6 -0.3
H 3.870638 -4.400128 -0.802163 0.5 -0.3 -0.9
H 4.857833 -5.482263 -3.582095 -0.7 0.0 0.6
H 3.835496 -6.434441 -2.485973 -0.1 1.1 -0.2
H 3.234785 -4.050119 -4.374917 -0.6 -0.3 0.9
H 2.305216 -5.555042 -4.177516 0.5 0.7 0.5
H 1.994336 -3.928156 -1.623596 0.0 -0.2 -0.8
H 1.593205 -3.003623 -3.094201 -0.1 -0.9 0.5
H 0.255621 -5.516663 -3.608252 0.2 0.6 0.8
H -0.854514 -4.469532 -5.093214 -0.2 0.2 0.6
H -3.008821 -2.922567 -5.405433 1.0 0.0 0.2
H -1.390445 -2.029837 -5.196919 -0.6 -0.3 0.3
H -2.403550 -0.169537 -4.206960 -0.7 -0.3 0.2
H -4.125217 -0.860160 -4.407139 0.8 0.2 0.3
H -3.900556 0.810006 -2.352239 0.4 -0.6 -0.1
H -2.790911 -0.510694 -1.645563 -0.6 0.6 -0.5
H -6.386841 -0.852600 -0.646305 0.9 0.0 -0.3
H -5.367060 0.607541 -0.831964 0.1 -0.8 0.2
H -3.911736 -1.892945 0.344183 -0.6 0.8 -0.1
H -3.808060 -0.170700 0.877586 -0.6 -0.6 -0.1
H -5.256390 -1.235290 1.325956 0.9 0.4 -0.5
H -0.263095 -4.759637 -0.605389 0.0 -0.6 -0.7
H 2.155651 -5.872559 -0.289462 -0.9 -0.3 -0.6
H -3.103925 -6.890059 -1.121426 0.9 0.3 0.6
H -2.705635 -3.659048 -1.898098 -0.3 -0.9 -0.2
H -6.869257 -5.729525 -0.151158 0.1 0.1 0.0
H -5.285239 -6.683002 -2.489354 0.0 0.1 -0.3
H -0.261986 -7.689138 1.799433 -0.2 0.0 -0.3
H -2.143530 -5.472448 2.799714 -0.4 0.3 0.0
C -1.993795 4.539439 -8.772817 0.0 0.0 0.1
C -1.797154 5.917438 -8.804690 0.0 0.0 0.2
C -1.641738 6.625827 -7.621392 0.0 0.0 -0.2
C -1.694174 5.959786 -6.399397 -0.1 -0.1 -0.2
C -1.915083 4.582239 -6.366739 0.0 0.1 -0.2
C -2.053496 3.872334 -7.557450 0.0 0.0 -0.2
C -2.022012 3.866764 -5.072258 -0.1 -0.7 0.1
O -2.210927 2.664539 -5.041824 0.0 0.1 0.0
C -1.903681 4.642423 -3.815291 0.0 0.1 0.2
C -2.058537 3.994597 -2.591728 0.0 0.0 0.2
C -1.936847 4.709010 -1.407969 0.0 0.0 -0.2
C -1.650950 6.071459 -1.439824 0.0 0.0 -0.1
C -1.501036 6.722275 -2.656723 0.0 -0.1 0.2
C -1.636357 6.011789 -3.847657 0.0 -0.1 0.2
C -1.509184 6.723807 -5.141696 0.1 0.7 0.0
O -1.262928 7.914940 -5.172705 0.0 -0.2 0.0
H -2.106041 3.986389 -9.697783 0.0 0.0 0.0
H -1.763148 6.438723 -9.753902 0.0 0.0 0.0
H -1.483859 7.696838 -7.650535 0.0 -0.1 0.2
H -2.212003 2.801263 -7.536682 0.0 0.1 0.2
H -2.277798 2.934140 -2.561015 0.0 0.1 -0.2
H -2.062794 4.203719 -0.457582 0.0 0.0 0.0
H -1.548571 6.626600 -0.514079 0.1 0.0 -0.1
H -1.283302 7.782842 -2.677577 0.0 -0.1 -0.1
C 1.292711 -4.815708 3.940907 0.0 0.1 0.1
C 0.347484 -5.626735 4.564163 -0.1 0.2 0.1
C -0.410835 -5.129843 5.615347 0.0 -0.2 -0.2
C -0.217602 -3.822064 6.055807 0.2 -0.1 -0.2
C 0.746326 -3.018185 5.446851 -0.1 -0.3 -0.1
C 1.493130 -3.515253 4.380563 0.0 -0.2 -0.1
C 0.997768 -1.640399 5.935779 0.5 0.4 -0.3
O 1.835487 -0.938074 5.402251 -0.1 -0.1 0.1
C 0.215872 -1.138738 7.091078 -0.1 0.1 0.2
C 0.478827 0.131573 7.598994 -0.1 0.1 0.2
C -0.256569 0.615631 8.672045 0.0 -0.1 -0.1
C -1.263640 -0.162787 9.236595 0.1 -0.1 -0.1
C -1.525662 -1.430900 8.737660 0.0 0.2 0.1
C -0.780402 -1.926039 7.669872 0.0 0.2 0.1
C -1.045323 -3.295506 7.167944 -0.6 -0.4 0.3
O -1.922062 -3.978239 7.662390 0.1 0.1 -0.1
H 1.877103 -5.202094 3.114222 0.0 0.0 0.0
H 0.201081 -6.645534 4.227069 0.0 0.0 0.0
H -1.149197 -5.761687 6.094232 0.0 0.2 0.1
H 2.233011 -2.889671 3.896717 -0.1 0.1 0.1
H 1.258973 0.742064 7.161229 0.0 -0.1 -0.1
H -0.046874 1.601857 9.068765 0.0 0.0 0.0
H -1.841702 0.219089 10.069645 0.0 0.0 0.0
H -2.306584 -2.035099 9.182524 0.1 -0.1 -0.1
C 2.951778 10.581469 2.075762 -0.1 -0.1 0.1
C 3.329333 10.848391 3.389059 -0.1 -0.1 0.0
C 2.704629 10.191671 4.440100 0.1 0.1 -0.1
C 1.690397 9.272892 4.182091 0.1 0.1 -0.2
C 1.295678 9.023177 2.866909 0.2 0.2 0.0
C 1.937100 9.671798 1.813899 0.1 0.1 0.0
C 0.184898 8.084587 2.578765 -0.2 -0.1 -0.6
O -0.157091 7.863432 1.431495 0.0 0.0 0.1
C -0.507380 7.426775 3.712926 -0.2 -0.1 0.2
C -1.590016 6.586033 3.463347 -0.1 -0.1 0.1
C -2.236498 5.955144 4.517092 0.1 0.1 0.0
C -1.799149 6.153760 5.823858 0.1 0.1 -0.1
C -0.724745 6.994495 6.078167 -0.2 -0.1 0.0
C -0.082061 7.640609 5.024510 -0.2 -0.2 0.0
C 1.042040 8.563796 5.311219 0.2 0.1 0.7
O 1.422336 8.740787 6.453145 -0.1 0.0 -0.2
H 3.446567 11.088259 1.255864 0.0 0.0 0.0
H 4.113253 11.568049 3.592458 0.0 0.0 0.0
H 3.004746 10.398222 5.459944 -0.1 -0.1 0.0
H 1.642758 9.470976 0.791251 -0.1 -0.1 0.1
H -1.932147 6.425782 2.448384 0.1 0.1 0.0
H -3.081415 5.305816 4.320891 0.0 0.0 0.0
H -2.300160 5.655183 6.645028 0.0 0.0 0.0
H -0.390598 7.150111 7.096453 0.1 0.1 -0.1
```
Forces are in eV/Å.

Mulliken atomic charge list, values in e, 99 entries: atom 1 (C): -1.055, atom 2 (C): -0.393, atom 3 (C): -0.721, atom 4 (C): -0.661, atom 5 (C): -0.694, atom 6 (C): -0.354, atom 7 (C): -0.734, atom 8 (C): -0.763, atom 9 (C): -0.525, atom 10 (C): -0.330, atom 11 (O): -0.291, atom 12 (C): 0.296, atom 13 (F): -0.290, atom 14 (C): -1.025, atom 15 (O): 0.100, atom 16 (C): -0.710, atom 17 (C): -0.484, atom 18 (O): -0.309, atom 19 (C): -0.420, atom 20 (C): -0.656, atom 21 (C): -0.659, atom 22 (S): -0.256, atom 23 (O): -0.395, atom 24 (C): -0.121, atom 25 (P): -0.122, atom 26 (P): 0.785, atom 27 (O): -0.584, atom 28 (O): -0.493, atom 29 (O): -0.500, atom 30 (P): 1.021, atom 31 (O): -0.728, atom 32 (O): -0.366, atom 33 (O): -0.450, atom 34 (H): 0.255, atom 35 (H): 0.350, atom 36 (H): 0.273, atom 37 (H): 0.361, atom 38 (H): 0.220, atom 39 (H): 0.274, atom 40 (H): 0.426, atom 41 (H): 0.402, atom 42 (H): 0.218, atom 43 (H): 0.297, atom 44 (H): 0.316, atom 45 (H): 0.395, atom 46 (H): 0.126, atom 47 (H): 0.387, atom 48 (H): 0.303, atom 49 (H): 0.372, atom 50 (H): 0.360, atom 51 (H): 0.465, atom 52 (H): 0.333, atom 53 (H): 0.549, atom 54 (H): 0.490, atom 55 (H): 0.328, atom 56 (H): 0.352, atom 57 (H): 0.400, atom 58 (H): 0.199, atom 59 (H): 0.472, atom 60 (H): 0.254, atom 61 (H): 0.365, atom 62 (H): 0.366, atom 63 (H): -0.001, atom 64 (H): 0.307, atom 65 (H): 0.292, atom 66 (H): 0.530, atom 67 (H): 0.072, atom 68 (H): 0.507, atom 69 (H): 0.132, atom 70 (H): 0.327, atom 71 (H): 0.310, atom 72 (H): 0.285, atom 73 (H): 0.232, atom 74 (C): -0.509, atom 75 (C): -0.462, atom 76 (C): -0.568, atom 77 (C): 0.220, atom 78 (C): 0.130, atom 79 (C): -0.534, atom 80 (C): 0.533, atom 81 (O): -0.653, atom 82 (C): 0.068, atom 83 (C): -0.509, atom 84 (C): -0.678, atom 85 (C): -0.129, atom 86 (C): -0.942, atom 87 (C): 0.527, atom 88 (C): 0.506, atom 89 (O): -0.679, atom 90 (H): 0.403, atom 91 (H): 0.399, atom 92 (H): 0.463, atom 93 (H): 0.456, atom 94 (H): 0.664, atom 95 (H): 0.452, atom 96 (H): 0.361, atom 97 (H): 0.481, atom 98 (C): -0.397, atom 99 (C): -0.573